No. 1
Entry from the Open Molecules 2025 dataset: a cluster of 2 separate species, C35H30F6N2O3 in total in a non-equilibrium geometry (the ωB97M-V functional and the def2-TZVPD basis).

Values from the calculation:
Orbital gap ... 0.268 Ha
Relative energy (zero: lowest compared OMol25 entry of this formula, charge and spin) ... 166.2 kJ/mol
Net charge ... 0

The geometry in XYZ format:
```
76
Properties=species:S:1:pos:R:3:forces:R:3
C -0.32773 2.02923 3.11872 -0.2 0.5 -0.9
C -0.38326 0.72190 3.90200 0.7 -0.6 0.2
C -1.43555 -0.17042 3.37301 -1.1 0.2 0.0
O -2.44812 0.31746 2.88522 0.5 -0.6 0.4
C -1.19388 -1.67837 3.32981 -0.5 0.2 0.1
C 0.19833 -1.94503 2.85990 1.3 0.4 0.5
O 1.19112 -1.20996 3.66109 -0.4 0.1 -0.5
C 1.04160 0.12656 3.84354 0.6 0.7 0.9
O 2.04572 0.80157 4.07953 -1.8 -1.2 -0.4
H 0.75013 2.28248 3.15057 -0.8 0.6 -0.2
H -0.60064 1.75424 2.03269 0.3 0.8 1.6
H -0.98411 2.90404 3.46965 0.9 -1.6 -0.5
H -1.37740 -2.17681 4.29913 0.0 0.4 -0.3
H -1.88374 -2.06282 2.57493 -0.1 -0.1 0.3
H 0.50219 -2.97384 3.00732 -0.1 -0.2 0.0
H 0.35872 -1.70014 1.80142 -0.1 0.1 0.2
F 1.53866 -0.45686 13.76436 0.0 -0.4 -1.1
C 1.70676 -0.86085 12.47527 1.5 0.4 -0.3
F 2.14200 0.21547 11.74340 -0.2 -0.8 0.9
F 2.72230 -1.79162 12.45370 -0.8 1.0 0.3
C 0.48253 -1.44698 11.83084 -0.1 -0.2 -0.7
N 0.77587 -1.81192 10.43894 0.0 -0.1 1.5
C 0.89230 -3.21579 10.21386 0.3 -0.9 0.1
C -0.25098 -4.03253 10.24350 0.3 0.5 -0.4
C -0.14708 -5.39352 9.97802 0.0 0.1 0.3
C 1.11316 -5.96000 9.79148 0.0 -0.1 -0.2
C 2.26425 -5.17674 9.83852 0.0 0.0 0.1
C 2.15078 -3.80907 10.06549 -0.2 0.3 -0.2
C 0.61108 -0.92840 9.38792 -0.6 0.4 -0.8
C 1.16212 -1.25691 8.12340 -0.1 0.1 0.4
C 0.84219 -0.53324 6.99260 -0.9 1.0 0.2
C -0.11964 0.52593 7.06131 0.8 -1.3 1.0
C -0.46806 1.34683 5.90038 1.9 1.3 -3.0
C -1.56236 2.31157 6.03703 -0.7 0.3 -0.2
C -1.38452 3.66920 5.65167 -0.1 -0.7 0.6
C -2.40546 4.59793 5.78150 -0.2 -0.5 0.2
C -3.66428 4.18136 6.27158 0.4 -0.6 -0.4
N -4.76246 5.01696 6.18080 0.0 1.1 0.1
C -4.64071 6.45918 5.91222 -0.1 -1.2 -0.2
C -4.46396 7.19404 7.20695 0.1 -0.3 1.4
F -4.29685 8.53666 7.06852 -0.2 -1.2 0.1
F -5.56396 6.96428 8.00437 1.1 0.6 -0.6
F -3.37854 6.68581 7.87717 -0.9 0.8 -0.4
C -6.07954 4.49853 6.14863 -1.2 0.0 0.2
C -6.70217 4.04364 7.32292 0.1 0.0 -0.5
C -8.02357 3.59542 7.28314 0.3 0.1 -0.1
C -8.70869 3.59104 6.06599 -0.2 0.0 0.0
C -8.10969 4.06073 4.89470 0.1 0.2 0.2
C -6.80875 4.55753 4.94794 0.3 -0.4 0.4
C -3.82778 2.85696 6.76683 0.7 0.2 -0.3
C -2.79958 1.92379 6.61901 0.2 1.0 -0.1
C -0.53783 0.92108 8.36271 0.2 0.4 -0.9
C -0.15246 0.25832 9.51062 0.6 -0.9 -0.3
H 0.25381 -2.36433 12.37310 -0.2 0.2 0.1
H -0.33737 -0.73024 11.89906 0.0 -0.1 0.2
H -1.21086 -3.55610 10.43572 0.1 -0.2 -0.1
H -1.05771 -6.00126 9.94098 0.5 0.2 0.0
H 1.19360 -7.02563 9.60240 0.0 0.1 0.0
H 3.25609 -5.62420 9.71280 -0.5 0.1 0.0
H 3.03069 -3.17291 10.12527 -0.1 -0.1 -0.1
H 1.87534 -2.07937 8.06434 -0.3 0.2 0.0
H 1.36272 -0.72785 6.05700 -0.3 -0.2 0.3
H 0.43645 1.76085 5.36084 -0.8 0.2 1.8
H -0.39674 4.00005 5.32077 -0.4 -0.2 0.0
H -2.22304 5.63097 5.49171 0.0 -0.4 0.1
H -3.80142 6.65307 5.24731 -0.2 0.3 0.0
H -5.58421 6.77669 5.47443 0.2 0.2 -0.2
H -6.12078 4.03782 8.24548 -0.3 0.1 -0.2
H -8.49714 3.26216 8.21300 0.1 0.1 -0.5
H -9.73266 3.22460 6.03020 0.2 0.1 0.0
H -8.64669 4.06512 3.93918 0.2 0.0 0.5
H -6.30886 4.94644 4.06122 -0.2 -0.1 0.1
H -4.74546 2.59249 7.28684 0.3 -0.1 -0.4
H -2.93311 0.91786 7.02593 0.1 0.3 -0.3
H -1.10865 1.84812 8.46761 0.1 -0.5 0.0
H -0.44412 0.63686 10.48281 -0.1 0.0 -0.2
```
Positions in Å, forces in eV/Å.

***

No. 2
Entry from the Open Molecules 2025 dataset: a structure of composition C35H30N11O6SbSe4Ti in a non-equilibrium geometry (the ωB97M-V functional and the def2-TZVPD basis).

Values from the calculation:
Multiplicity ... 2
Orbital gap (alpha / beta) ... 0.186 / 0.188 Ha
<S²> ... 0.7705
Relative energy (zero: lowest compared OMol25 entry of this formula, charge and spin) ... 65.5 kJ/mol
Net charge ... -1

The geometry in XYZ format:
```
88
Properties=species:S:1:pos:R:3:forces:R:3
Ti 0.67648 0.65056 3.19164 -0.5 -0.9 0.6
O 1.59882 1.08405 1.51637 0.5 0.6 -0.7
C 2.18362 2.14914 1.15793 -0.3 -0.3 0.2
C 2.15074 3.37033 1.88338 0.1 0.2 0.0
C 2.77191 4.50617 1.33784 0.0 0.0 0.0
C 2.72640 5.70091 2.00344 0.1 0.0 -0.1
C 2.08316 5.83345 3.24845 -0.1 -0.2 0.1
C 1.47692 4.73904 3.80083 0.1 0.4 0.0
C 1.48020 3.48701 3.14331 -0.2 -0.5 0.0
O 0.86779 2.48927 3.67485 0.2 0.8 0.0
N 3.35534 6.86919 1.39822 0.0 0.0 0.0
O 3.89264 6.74062 0.31066 0.0 0.0 0.0
O 3.30820 7.92294 2.00844 0.0 0.0 0.0
H 2.72113 2.12074 0.20866 0.0 0.0 -0.1
H 3.27907 4.44345 0.38434 0.0 0.0 0.0
H 2.07973 6.79211 3.74445 0.0 0.0 0.0
H 0.97676 4.79781 4.75822 0.0 0.0 0.0
Se -3.25994 -0.67509 6.89569 0.0 0.0 0.0
Sb -1.54069 -2.36277 7.13694 0.1 0.0 0.0
Se 2.75175 0.07740 4.47658 0.3 0.0 0.1
Se 0.68385 -0.23138 5.54517 0.0 0.1 0.0
Se -1.83692 -4.13256 5.53507 0.0 0.0 0.0
C -3.24326 -1.44451 3.33226 0.0 0.0 0.0
C -2.44446 -0.18939 3.42233 0.1 0.0 0.0
O -1.26483 -0.16795 3.03475 -0.3 -0.1 0.0
N -3.04636 0.91118 3.89174 0.0 0.0 -0.1
C -2.30585 2.14995 4.07973 0.0 0.0 0.1
C -2.08194 2.86323 2.76562 0.0 0.0 0.0
C -2.81368 3.99801 2.44079 0.0 0.0 0.0
C -2.60216 4.61829 1.21891 0.0 0.0 0.0
C -1.66506 4.08246 0.35448 0.0 0.0 0.0
C -0.97462 2.95150 0.76394 0.0 0.0 0.0
N -1.16874 2.35387 1.93252 0.0 0.0 -0.1
H -2.82361 -2.18335 4.02377 0.0 0.0 0.0
H -3.13987 -1.83755 2.31949 0.0 0.0 0.0
H -4.29026 -1.29081 3.58082 0.0 0.0 0.0
H -3.84458 0.74153 4.48735 0.0 0.0 0.0
H -1.35474 1.95553 4.58183 0.0 0.0 0.0
H -2.89750 2.78247 4.73850 0.0 0.0 0.0
H -3.54313 4.38482 3.14037 0.0 0.0 0.0
H -3.16408 5.50307 0.94777 0.0 0.0 0.0
H -1.46328 4.52432 -0.61164 0.0 0.0 0.0
H -0.21296 2.51039 0.13333 0.0 0.0 -0.1
C 2.47588 -3.94546 0.27688 -0.1 0.0 0.1
N 1.76667 -3.09935 1.21937 0.0 0.0 -0.1
C 1.67899 -1.76880 1.26519 0.0 0.0 0.0
N 0.93017 -1.41972 2.28999 0.2 -0.1 0.0
C 0.58144 -2.60694 2.86439 -0.2 0.0 -0.1
N 1.05378 -3.65028 2.22555 0.2 0.0 0.1
C 1.54331 -4.83395 -0.50991 0.1 0.0 0.0
C 1.11516 -6.05304 0.00498 0.0 0.0 0.0
C 0.27084 -6.86764 -0.73558 0.0 0.0 0.0
C -0.15665 -6.47630 -1.99409 0.0 0.0 0.0
C 0.25642 -5.25134 -2.50572 0.0 0.0 0.0
C 1.10256 -4.43392 -1.76105 0.0 0.0 0.0
C -0.20237 -4.81479 -3.82144 0.0 0.0 0.0
N -0.73035 -5.49294 -4.78143 0.0 0.0 0.0
N -0.99193 -4.58889 -5.80553 0.0 0.0 0.0
C -0.59831 -3.43906 -5.38395 0.0 0.0 0.0
O -0.08561 -3.49982 -4.13155 0.1 0.0 0.0
C -0.67271 -2.12983 -6.02740 0.0 0.0 0.0
C -1.17694 -1.99435 -7.31582 0.0 0.0 0.0
C -1.27673 -0.72895 -7.87095 0.0 0.0 0.0
C -0.89409 0.39141 -7.14568 0.0 0.0 0.0
C -0.39328 0.25683 -5.85639 0.1 0.0 0.0
C 0.02943 1.48470 -5.07613 0.0 0.0 0.0
N 0.28594 1.19757 -3.68134 0.0 0.0 0.0
C 1.45931 1.12600 -3.03465 0.0 0.0 0.0
N 1.28365 0.69451 -1.80444 0.0 -0.1 0.0
C -0.06159 0.49291 -1.75200 0.0 0.1 0.1
N -0.70497 0.78821 -2.86075 0.0 0.0 0.0
C -0.27508 -1.00901 -5.30806 0.0 0.0 0.0
H 3.19401 -4.54553 0.83579 0.0 0.0 0.0
H 3.02665 -3.28292 -0.38989 0.0 0.0 0.0
H 2.15585 -1.09315 0.57501 0.0 0.0 0.0
H -0.02970 -2.69337 3.75166 0.0 0.0 0.0
H 1.43019 -6.35032 0.99676 0.0 0.0 0.0
H -0.06330 -7.81013 -0.32305 0.0 0.0 0.0
H -0.81544 -7.10117 -2.58204 0.0 0.0 0.0
H 1.42187 -3.48082 -2.16602 0.0 0.0 0.0
H -1.48966 -2.87495 -7.86030 0.0 0.0 0.0
H -1.66746 -0.61116 -8.87306 0.0 0.0 0.0
H -0.99766 1.37774 -7.58433 0.0 0.0 0.0
H -0.73580 2.25910 -5.14101 0.0 0.0 0.0
H 0.95258 1.89388 -5.49005 0.0 0.0 0.0
H 2.39672 1.40060 -3.49253 0.0 0.0 0.0
H -0.57376 0.13071 -0.87456 0.0 0.0 0.0
H 0.09998 -1.13566 -4.30400 0.0 0.0 0.0
```
Positions in Å, forces in eV/Å.

***

How do the records compare in molar mass? In the order shown, they have 640.6 1186.2 g/mol.